Record 1
{
  "formula": "C24H37As2N4PdTe",
  "method": "ωB97M-V with the def2-TZVPD basis set",
  "symbols": ["Pd", "C", "As", "C", "C", "C", "C", "C", "C", "C", "As", "C", "C", "H", "H", "H", "H", "H", "H", "H", "H", "H", "H", "H", "H", "H", "H", "H", "H", "C", "C", "C", "C", "N", "C", "N", "N", "N", "H", "H", "H", "H", "H", "H", "H", "H", "H", "H", "C", "C", "C", "C", "C", "C", "Te", "C", "C", "C", "H", "H", "H", "H", "H", "H", "H", "H", "H", "H", "H"],
  "coordinates": [[0.19, -0.36, 0.19], [-0.46, -1.22, 4.10], [0.26, -0.14, 2.66], [2.16, -0.07, 3.09], [-0.32, 1.69, 2.93], [-0.87, 2.09, 4.14], [-1.14, 3.43, 4.38], [-0.88, 4.38, 3.39], [-0.37, 3.98, 2.17], [-0.09, 2.64, 1.93], [0.66, 2.15, 0.19], [-0.25, 3.31, -1.08], [2.46, 2.87, 0.21], [-0.05, -0.85, 5.04], [-0.15, -2.25, 3.97], [-1.55, -1.17, 4.13], [2.29, 0.44, 4.04], [2.71, 0.45, 2.31], [2.54, -1.09, 3.18], [-1.07, 1.36, 4.92], [-1.55, 3.74, 5.33], [-1.09, 5.42, 3.57], [-0.19, 4.72, 1.40], [0.17, 4.31, -1.01], [-1.32, 3.33, -0.90], [-0.06, 2.94, -2.09], [2.42, 3.87, 0.64], [2.81, 2.91, -0.82], [3.14, 2.24, 0.78], [5.11, -3.18, -3.58], [5.90, -2.20, -2.74], [5.86, -0.78, -3.27], [5.52, -2.27, -1.25], [4.15, -1.81, -0.99], [2.99, -2.47, -1.04], [2.04, -1.63, -0.68], [2.66, -0.46, -0.40], [3.92, -0.57, -0.57], [5.54, -3.27, -4.58], [4.07, -2.85, -3.73], [5.09, -4.18, -3.14], [6.95, -2.53, -2.75], [4.84, -0.39, -3.32], [6.26, -0.75, -4.29], [6.46, -0.10, -2.66], [6.17, -1.61, -0.68], [5.62, -3.29, -0.88], [2.85, -3.49, -1.35], [-7.72, -1.18, -0.42], [-6.29, -1.00, -0.73], [-5.83, -0.81, -2.04], [-4.50, -0.64, -2.33], [-4.06, -0.42, -3.74], [-3.55, -0.70, -1.25], [-1.52, -0.62, -1.79], [-3.98, -0.84, 0.08], [-3.02, -0.86, 1.23], [-5.32, -0.98, 0.32], [-8.35, -1.05, -1.29], [-8.04, -0.49, 0.37], [-7.89, -2.18, 0.00], [-6.55, -0.78, -2.85], [-4.90, -0.15, -4.38], [-3.62, -1.33, -4.15], [-3.31, 0.37, -3.81], [-2.31, -0.02, 1.13], [-2.47, -1.80, 1.27], [-3.54, -0.74, 2.18], [-5.67, -1.08, 1.34]],
  "s_squared": 6.028,
  "spin_multiplicity": 5,
  "total_charge": 3,
  "orbital_gap_ha": [0.330, 0.191]
}

***

Record 2
{
  "formula": "C24H37As3IrN2S",
  "method": "ωB97M-V with the def2-TZVPD basis set",
  "symbols": ["Ir", "C", "As", "C", "C", "C", "C", "C", "As", "C", "C", "C", "As", "C", "C", "H", "H", "H", "H", "H", "H", "H", "H", "H", "H", "H", "H", "H", "H", "H", "H", "H", "H", "H", "H", "H", "H", "H", "H", "H", "H", "H", "S", "C", "N", "C", "C", "C", "C", "C", "C", "H", "H", "H", "H", "H", "N", "C", "C", "C", "C", "C", "C", "H", "H", "H", "H", "H"],
  "coordinates": [[0.49, -0.92, -0.55], [-2.95, -1.74, -0.24], [-1.24, -2.65, -0.14], [-1.47, -4.13, -1.37], [-1.30, -3.55, 1.60], [-0.10, -3.40, 2.56], [1.19, -3.86, 1.88], [-0.01, -1.94, 3.03], [0.73, -0.61, 1.83], [2.63, -0.59, 2.18], [0.09, 1.06, 2.55], [-0.43, -4.28, 3.79], [0.79, -4.72, 5.32], [2.00, -6.00, 4.44], [2.07, -3.22, 5.41], [-3.74, -2.45, 0.00], [-3.10, -1.34, -1.23], [-2.96, -0.93, 0.48], [-2.25, -4.78, -0.97], [-0.54, -4.70, -1.45], [-1.78, -3.79, -2.35], [-1.46, -4.61, 1.38], [-2.21, -3.19, 2.09], [1.40, -3.31, 0.95], [1.14, -4.92, 1.63], [2.05, -3.72, 2.53], [0.63, -1.86, 3.91], [-1.00, -1.58, 3.33], [2.78, -0.56, 3.26], [3.07, 0.30, 1.73], [3.10, -1.48, 1.77], [0.33, 1.07, 3.62], [-0.98, 1.14, 2.41], [0.59, 1.89, 2.07], [-0.72, -5.27, 3.43], [-1.33, -3.87, 4.26], [1.41, -6.81, 4.00], [2.62, -6.43, 5.22], [2.64, -5.56, 3.68], [1.59, -2.33, 5.83], [2.56, -2.99, 4.47], [2.83, -3.53, 6.13], [1.05, -2.70, -4.74], [0.28, -2.08, -3.38], [1.04, -1.86, -2.34], [2.37, -2.20, -2.60], [3.45, -2.11, -1.72], [4.69, -2.51, -2.17], [4.87, -3.01, -3.46], [3.81, -3.12, -4.34], [2.56, -2.71, -3.89], [-0.78, -1.84, -3.39], [3.32, -1.72, -0.72], [5.54, -2.44, -1.50], [5.86, -3.32, -3.78], [3.95, -3.50, -5.34], [0.74, 0.83, -0.72], [1.07, 2.13, -0.57], [0.08, 3.12, -0.67], [0.44, 4.44, -0.52], [1.77, 4.78, -0.29], [2.76, 3.80, -0.21], [2.42, 2.47, -0.35], [-0.95, 2.83, -0.86], [-0.31, 5.22, -0.59], [2.05, 5.82, -0.18], [3.79, 4.09, -0.05], [3.17, 1.69, -0.31]],
  "s_squared": 0.769,
  "spin_multiplicity": 2,
  "de_lowest_kcal_mol": 8.8,
  "total_charge": 2,
  "orbital_gap_ha": [0.199, 0.206]
}

***

Record 3
{
  "formula": "C24H37FN2O2",
  "method": "ωB97M-V with the def2-TZVPD basis set",
  "symbols": ["C", "C", "C", "C", "C", "O", "N", "C", "C", "C", "C", "C", "C", "C", "N", "C", "O", "C", "C", "C", "C", "C", "C", "C", "C", "C", "C", "C", "F", "H", "H", "H", "H", "H", "H", "H", "H", "H", "H", "H", "H", "H", "H", "H", "H", "H", "H", "H", "H", "H", "H", "H", "H", "H", "H", "H", "H", "H", "H", "H", "H", "H", "H", "H", "H", "H"],
  "coordinates": [[-3.03, -0.15, -3.55], [-2.78, -0.92, -2.29], [-3.30, -0.54, -1.06], [-3.06, -1.28, 0.10], [-3.68, -0.92, 1.42], [-4.19, -1.80, 2.10], [-3.69, 0.39, 1.81], [-4.36, 0.67, 3.06], [-2.69, 1.36, 1.40], [-1.51, 1.46, 2.37], [-0.86, 0.10, 2.62], [0.59, 0.19, 3.07], [1.25, -1.19, 3.14], [2.77, -1.14, 2.98], [3.18, -0.71, 1.65], [3.07, -1.53, 0.58], [2.68, -2.68, 0.69], [3.53, -0.97, -0.76], [3.01, 0.40, -1.20], [3.92, 0.95, -2.30], [3.47, 2.31, -2.82], [2.03, 2.25, -3.32], [1.11, 1.72, -2.22], [1.55, 0.36, -1.69], [0.58, -0.10, -0.60], [-2.29, -2.43, 0.03], [-1.74, -2.83, -1.18], [-2.00, -2.07, -2.30], [-1.46, -2.45, -3.48], [-2.09, 0.23, -3.97], [-3.48, -0.78, -4.32], [-3.69, 0.70, -3.36], [-3.93, 0.35, -1.01], [-5.31, 0.14, 3.10], [-3.77, 0.36, 3.93], [-4.54, 1.75, 3.13], [-2.30, 1.08, 0.42], [-3.18, 2.33, 1.29], [-0.78, 2.15, 1.93], [-1.82, 1.92, 3.32], [-1.45, -0.48, 3.33], [-0.88, -0.47, 1.68], [1.13, 0.81, 2.35], [0.67, 0.70, 4.03], [1.00, -1.68, 4.08], [0.87, -1.82, 2.34], [3.22, -0.46, 3.71], [3.19, -2.13, 3.15], [3.46, 0.25, 1.51], [4.62, -0.94, -0.72], [3.26, -1.72, -1.50], [3.05, 1.11, -0.36], [4.95, 1.01, -1.92], [3.94, 0.23, -3.13], [3.54, 3.05, -2.01], [4.14, 2.65, -3.61], [1.70, 3.23, -3.66], [1.98, 1.58, -4.18], [1.10, 2.44, -1.39], [0.08, 1.65, -2.59], [1.51, -0.36, -2.52], [0.65, 0.57, 0.26], [-0.45, -0.06, -0.97], [0.77, -1.11, -0.26], [-2.13, -3.01, 0.93], [-1.12, -3.71, -1.26]],
  "spin_multiplicity": 1,
  "de_lowest_kcal_mol": 3.6,
  "smiles": "Cc1cc(C(=O)N(C)CCCCCCNC(=O)C[C@H]2CCCC[C@@H]2C)ccc1F",
  "orbital_gap_ha": 0.356
}

***

Record 4
{
  "formula": "C24H37FNPSbSe4Ti",
  "method": "ωB97M-V with the def2-TZVPD basis set",
  "symbols": ["Ti", "C", "C", "C", "C", "C", "C", "C", "C", "C", "C", "C", "C", "N", "C", "C", "C", "C", "C", "C", "F", "H", "H", "H", "H", "H", "H", "H", "H", "H", "H", "H", "H", "H", "H", "H", "H", "H", "H", "H", "H", "H", "Se", "Sb", "Se", "Se", "Se", "C", "C", "P", "C", "C", "C", "C", "H", "H", "H", "H", "H", "H", "H", "H", "H", "H", "H", "H", "H", "H", "H", "H"],
  "coordinates": [[-0.64, -0.27, 0.08], [2.62, -2.95, 0.56], [3.54, -2.46, -0.58], [3.39, -3.50, -1.71], [3.31, -1.04, -1.16], [4.18, -0.68, -2.21], [4.04, 0.50, -2.92], [3.02, 1.39, -2.60], [2.14, 1.12, -1.54], [1.04, 2.13, -1.21], [0.06, 2.26, -2.39], [1.63, 3.50, -0.84], [2.30, -0.08, -0.80], [1.44, -0.27, 0.14], [1.82, -0.16, 1.67], [3.14, -0.02, 2.14], [3.39, 0.04, 3.53], [2.32, -0.03, 4.44], [1.00, -0.15, 3.98], [0.77, -0.21, 2.60], [-0.58, -0.27, 1.98], [2.85, -4.01, 0.81], [1.55, -2.89, 0.27], [2.81, -2.42, 1.50], [4.58, -2.52, -0.20], [2.35, -3.49, -2.12], [3.60, -4.53, -1.34], [4.09, -3.34, -2.55], [4.98, -1.34, -2.52], [4.71, 0.74, -3.73], [2.93, 2.29, -3.18], [0.44, 1.81, -0.34], [0.57, 2.64, -3.30], [-0.76, 2.97, -2.13], [-0.39, 1.28, -2.62], [2.21, 3.93, -1.68], [2.30, 3.38, 0.04], [0.82, 4.20, -0.57], [3.97, 0.03, 1.45], [4.40, 0.14, 3.89], [2.51, 0.02, 5.50], [0.17, -0.19, 4.67], [-0.95, 5.74, -2.06], [-0.66, 4.86, 0.09], [1.34, 5.74, 0.93], [-2.40, 5.71, 1.42], [-0.64, 2.27, 0.08], [-4.94, 1.41, 1.30], [-4.75, 0.47, 0.13], [-3.08, -0.27, 0.08], [-3.05, -1.43, 1.50], [-4.12, -2.50, 1.54], [-3.09, -1.36, -1.40], [-4.43, -1.84, -1.91], [-5.94, 1.87, 1.26], [-4.20, 2.22, 1.30], [-4.86, 0.88, 2.26], [-4.91, 1.04, -0.80], [-5.53, -0.30, 0.16], [-3.11, -0.84, 2.42], [-2.07, -1.91, 1.51], [-5.13, -2.09, 1.52], [-4.02, -3.08, 2.47], [-4.01, -3.21, 0.72], [-2.44, -2.22, -1.21], [-2.61, -0.79, -2.21], [-5.00, -2.38, -1.15], [-4.29, -2.51, -2.76], [-5.05, -1.01, -2.26], [-0.64, -2.03, 0.08]],
  "s_squared": 2.014,
  "spin_multiplicity": 3,
  "total_charge": -1,
  "orbital_gap_ha": [0.192, 0.198]
}